{
  "formula": "C5H9NO2",
  "method": "the ωB97M-V functional and the def2-TZVPD basis",
  "species": ["C", "C", "C", "C", "C", "H", "H", "H", "H", "H", "H", "H", "H", "H", "N", "O", "O"],
  "xyz": [[2.145819, 1.743499, 0.031388], [-0.139000, 0.848111, -0.121419], [0.201790, -0.403876, 0.872985], [0.357125, -0.434381, -0.725278], [-0.809432, -1.269141, -1.176347], [2.403158, 1.274269, -1.014338], [2.670842, 1.023913, 0.999302], [2.551019, 2.818675, 0.202192], [0.587184, 2.668262, 0.774635], [-1.306337, 0.926837, -0.270810], [1.140600, -0.568929, 1.508831], [-1.402709, -1.428245, 0.722357], [1.236198, -0.687735, -1.450546], [-0.856552, -1.561190, -2.164241], [0.692815, 2.024557, -0.146473], [-0.892277, -1.103461, 1.479184], [-1.909089, -1.589418, -0.425440]],
  "atomic_forces_ev_per_a": [[1.62, -0.33, -0.54], [-1.07, -1.24, 2.64], [-0.71, 0.36, 0.27], [-1.05, -3.12, -1.07], [-4.49, 0.16, 4.78], [0.52, 0.98, 2.26], [-2.10, 1.93, -2.77], [-0.03, -2.12, -0.68], [-1.00, -2.07, -2.73], [2.56, 0.48, 0.47], [-1.36, 0.99, -1.33], [-1.13, -0.27, 0.14], [-1.29, 1.00, 1.83], [0.02, -1.13, -2.16], [0.74, 1.34, 3.78], [4.23, 1.99, 1.93], [4.54, 1.07, -6.81]],
  "lowdin_charge": [-0.19, -0.24, -0.18, -0.17, -0.01, 0.09, 0.14, 0.09, 0.16, 0.18, 0.15, -0.12, 0.17, 0.10, -0.12, -0.05, 0.00],
  "gap_ev": 8.1,
  "e_above_lowest_kj_mol": 605.7,
  "lumo_energy_ev": -0.30,
  "homo_energy_ha": -0.310,
  "energy_ha": -400.94607
}

---

{
  "formula": "C5H9NO2",
  "method": "the ωB97M-V functional and the def2-TZVPD basis",
  "species": ["C", "C", "C", "N", "C", "C", "O", "O", "H", "H", "H", "H", "H", "H", "H", "H", "H"],
  "xyz": [[-0.602932, -0.183826, -0.853417], [0.636378, -0.353715, -0.148695], [-1.556629, -1.291278, -1.088308], [1.201272, 0.858402, 0.353534], [0.362542, 0.552237, 1.437513], [0.397636, 0.942877, 2.700341], [-1.035252, 1.030069, -1.109552], [1.046690, -0.596399, -1.966754], [-0.351203, 1.646523, -0.757255], [1.317371, 0.280728, -2.274379], [2.211313, 0.877666, 0.488450], [0.974382, -1.334125, 0.148214], [-2.265923, -1.322587, -0.256207], [-2.110546, -1.115867, -2.010155], [-1.029972, -2.241672, -1.144555], [1.138944, 1.657954, 3.063478], [-0.334067, 0.593013, 3.417747]],
  "atomic_forces_ev_per_a": [[0.48, 0.25, -0.88], [-0.71, 0.83, 2.36], [0.08, -0.02, -0.18], [0.38, -0.02, -0.40], [0.03, -0.78, -0.47], [0.02, 0.13, 0.02], [0.42, -0.58, 0.14], [-0.64, 0.20, -0.24], [-0.09, -0.08, 0.03], [-0.07, -0.12, -0.08], [-0.10, 0.01, -0.10], [0.06, 0.06, -0.13], [0.10, 0.09, -0.01], [0.04, 0.00, 0.05], [0.00, 0.08, -0.01], [-0.06, 0.00, -0.06], [0.06, -0.04, -0.05]],
  "lowdin_charge": [-0.34, -0.23, 0.03, 0.00, -0.23, -0.04, 0.13, -0.16, 0.14, 0.03, 0.14, 0.15, 0.11, 0.10, 0.10, 0.04, 0.03],
  "gap_ev": 8.3,
  "e_above_lowest_kj_mol": 567.9,
  "lumo_energy_ev": 0.45,
  "homo_energy_ha": -0.287,
  "energy_ha": -400.96046
}

---

{
  "formula": "C5H9NO2",
  "method": "the ωB97M-V functional and the def2-TZVPD basis",
  "species": ["N", "C", "C", "C", "C", "O", "C", "O", "H", "H", "H", "H", "H", "H", "H", "H", "H"],
  "xyz": [[0.963319, -1.757200, -0.511552], [-0.167247, -1.190578, 0.107858], [-0.092665, -0.105589, 1.164519], [-1.423978, 0.366833, 0.641343], [-1.008696, -0.146978, -0.726947], [-0.135207, 0.782024, -1.300110], [0.647443, 1.416310, -0.243256], [1.054935, 0.670271, 0.806495], [1.338431, -2.557576, 0.004647], [1.666278, -1.010177, -0.503780], [-0.859941, -1.959858, 0.373159], [0.010303, -0.378101, 2.273348], [-2.256447, -0.348417, 0.911163], [-1.744294, 1.406412, 0.837978], [-1.615695, -0.643094, -1.471597], [1.586304, 1.866882, -0.632641], [0.044859, 2.265979, 0.076410]],
  "atomic_forces_ev_per_a": [[1.28, 0.17, 0.02], [-0.96, -0.44, -0.88], [0.72, -1.81, 3.19], [-2.65, 0.38, 0.48], [1.49, -0.77, 0.59], [1.68, 0.33, 0.11], [0.70, 2.88, -2.38], [-1.08, -0.91, 0.79], [-0.16, 0.45, -0.17], [0.10, -0.67, -0.27], [-0.44, -0.60, 0.44], [-0.12, 0.39, -1.54], [0.97, 0.92, 0.53], [-0.02, -0.55, -0.38], [-0.55, 0.65, -0.21], [-0.74, -0.48, -0.57], [-0.21, 0.05, 0.27]],
  "lowdin_charge": [0.08, -0.33, -0.26, -0.08, -0.25, -0.05, -0.25, -0.05, 0.09, 0.09, 0.14, 0.17, 0.15, 0.13, 0.15, 0.15, 0.13],
  "gap_ev": 9.8,
  "e_above_lowest_kj_mol": 282.8,
  "lumo_energy_ev": 0.89,
  "homo_energy_ha": -0.328,
  "smiles": "N[C@H]1[C@@H]2C[C@H]1OCO2",
  "energy_ha": -401.06903
}

---

{
  "formula": "C5H9NO2",
  "method": "the ωB97M-V functional and the def2-TZVPD basis",
  "species": ["C", "C", "N", "C", "C", "C", "O", "O", "H", "H", "H", "H", "H", "H", "H", "H", "H"],
  "xyz": [[2.136942, -0.324549, -0.646750], [1.606314, -0.585774, 0.726836], [0.401453, -0.785517, 1.115938], [-0.649295, -0.222262, 0.452240], [-1.922007, -1.030014, 0.423487], [-0.559858, 1.015802, -0.115217], [-1.587767, 1.566794, -0.845845], [0.380603, 1.958730, 0.161553], [2.985485, -0.976310, -0.853787], [1.364139, -0.471432, -1.399921], [2.471793, 0.710964, -0.713132], [2.362657, -0.841181, 1.466043], [-2.136966, -1.402827, -0.580479], [-1.792596, -1.889515, 1.075742], [-2.779102, -0.452298, 0.774970], [-2.266425, 0.907256, -1.021693], [-0.015370, 2.822135, -0.019982]],
  "atomic_forces_ev_per_a": [[-0.33, 0.66, 0.07], [-0.12, -1.29, 0.22], [1.29, 0.82, 1.18], [-0.22, 0.66, -1.50], [0.13, 0.26, -0.37], [-1.06, -0.40, 0.58], [0.23, 0.19, 0.32], [0.03, -0.51, -0.39], [-0.01, 0.00, 0.12], [-0.03, 0.02, -0.03], [0.12, 0.09, -0.18], [0.11, -0.17, 0.01], [-0.13, -0.12, -0.02], [-0.01, 0.01, 0.01], [-0.08, -0.01, 0.00], [0.08, -0.08, 0.04], [0.01, -0.12, -0.07]],
  "lowdin_charge": [-0.08, -0.19, 0.07, -0.32, -0.04, -0.37, 0.07, 0.08, 0.07, 0.08, 0.07, 0.10, 0.08, 0.08, 0.08, 0.10, 0.12],
  "gap_ev": 8.0,
  "e_above_lowest_kj_mol": 192.6,
  "lumo_energy_ev": 0.66,
  "homo_energy_ha": -0.271,
  "smiles": "C/C=N\\C(C)=C(O)O",
  "energy_ha": -401.10341
}

---

{
  "formula": "C5H9NO2",
  "method": "the ωB97M-V functional and the def2-TZVPD basis",
  "species": ["C", "C", "C", "N", "C", "C", "O", "O", "H", "H", "H", "H", "H", "H", "H", "H", "H"],
  "xyz": [[0.585285, 0.721105, 1.513459], [0.150875, -0.173659, 0.349840], [0.031902, -1.626080, 0.812854], [-1.138211, 0.268164, -0.189306], [-0.875890, 0.476648, -1.617224], [0.620138, 0.465060, -1.760065], [1.258803, 0.844648, -2.728543], [1.165516, -0.077652, -0.642939], [0.749713, 1.750459, 1.171777], [-0.154792, 0.736030, 2.319941], [1.541806, 0.379633, 1.925980], [-0.395207, -2.261801, 0.028103], [-0.600822, -1.716272, 1.703293], [1.018044, -2.045216, 1.043313], [-1.380203, 1.167525, 0.224636], [-1.283021, 1.435333, -1.948406], [-1.293936, -0.343925, -2.206713]],
  "atomic_forces_ev_per_a": [[0.29, 0.14, 0.07], [-0.41, -0.58, 2.34], [0.36, -0.44, -0.23], [0.43, 0.59, -0.43], [-0.59, 0.16, 0.29], [1.31, 0.50, -1.93], [-0.89, -0.79, 1.83], [-0.35, 0.53, -1.03], [-0.13, -0.15, -0.06], [0.03, -0.11, -0.18], [-0.24, -0.06, -0.07], [-0.03, 0.25, 0.06], [0.09, 0.20, -0.24], [-0.10, 0.18, 0.06], [0.12, -0.28, -0.07], [0.05, -0.29, -0.22], [0.03, 0.17, -0.17]],
  "lowdin_charge": [-0.01, -0.60, -0.01, 0.03, -0.09, -0.43, 0.11, 0.08, 0.09, 0.09, 0.09, 0.09, 0.09, 0.09, 0.11, 0.14, 0.13],
  "gap_ev": 10.5,
  "e_above_lowest_kj_mol": 24.7,
  "lumo_energy_ev": 0.77,
  "homo_energy_ha": -0.357,
  "smiles": "CC1(C)NCC(=O)O1",
  "energy_ha": -401.16734
}

---

{
  "formula": "C5H9NO2",
  "method": "the ωB97M-V functional and the def2-TZVPD basis",
  "species": ["H", "N", "C", "C", "C", "O", "C", "O", "C", "H", "H", "H", "H", "H", "H", "H", "H"],
  "xyz": [[0.692815, -0.619211, -1.960281], [1.414377, -0.220124, -1.359129], [1.017564, 0.046795, -0.184989], [1.977205, 0.681574, 0.780397], [-0.385616, -0.188951, 0.304365], [-0.655939, 0.123121, 1.643668], [-1.576169, 0.503486, -0.803793], [-1.846792, -0.656250, -1.453628], [-1.047145, -1.421142, -0.153188], [2.964843, 0.711406, 0.328579], [1.670937, 1.705272, 1.011740], [2.010310, 0.122858, 1.716218], [-0.435688, 1.046854, 1.808217], [-1.183344, 1.323883, -1.420496], [-2.326551, 0.819171, -0.070655], [-1.814612, -1.811880, 0.509834], [-0.476198, -2.166862, -0.696860]],
  "atomic_forces_ev_per_a": [[-0.16, -0.03, 0.15], [0.17, -0.01, -0.05], [0.09, -0.05, 0.07], [0.03, -0.05, -0.01], [-1.61, 2.71, -1.91], [0.18, -0.34, 0.06], [2.56, 1.24, 2.87], [1.33, -3.10, 2.01], [-2.27, -0.31, -3.23], [-0.02, 0.02, -0.01], [0.00, 0.02, 0.04], [0.00, 0.04, 0.03], [0.02, -0.10, -0.05], [-0.29, -0.13, 0.00], [-0.27, 0.23, -0.29], [0.09, 0.01, -0.06], [0.15, -0.17, 0.39]],
  "lowdin_charge": [0.05, 0.16, -0.38, -0.04, -0.40, 0.01, -0.18, -0.12, 0.07, 0.08, 0.08, 0.08, 0.10, 0.12, 0.11, 0.13, 0.12],
  "gap_ev": 9.6,
  "e_above_lowest_kj_mol": 340.8,
  "lumo_energy_ev": 0.56,
  "homo_energy_ha": -0.331,
  "smiles": "[H]/N=C(/C)C1(O)COC1",
  "energy_ha": -401.04696
}

---

{
  "formula": "C5H9NO2",
  "method": "the ωB97M-V functional and the def2-TZVPD basis",
  "species": ["N", "C", "C", "O", "C", "C", "C", "O", "H", "H", "H", "H", "H", "H", "H", "H", "H"],
  "xyz": [[-2.631069, -0.080762, -0.271592], [-1.497186, -0.475637, 0.396040], [0.045484, -1.106680, -0.110119], [1.256173, -1.138705, -0.992243], [2.010367, 0.079258, -0.461075], [1.287390, 0.674223, 0.849353], [-0.199929, 0.283403, 0.282270], [-0.466502, 1.154640, -0.942631], [-3.536649, -0.591511, -0.259065], [-2.324780, 0.347839, -1.312500], [-1.406154, -1.222793, 1.248295], [0.272882, -1.779606, 0.807359], [2.156540, 0.738151, -1.232503], [3.229209, -0.087577, -0.083083], [1.515293, 1.807188, 1.084418], [1.609499, -0.049821, 1.667486], [-1.320561, 1.448394, -0.670408]],
  "atomic_forces_ev_per_a": [[-0.11, 1.58, -3.36], [2.06, -2.47, 0.85], [1.47, -1.45, 0.27], [-0.87, 2.16, 2.12], [2.64, -1.88, 3.19], [-0.75, 0.14, -0.83], [1.50, 1.13, -0.80], [1.74, -1.54, 1.56], [1.56, 0.30, 0.10], [-1.53, -2.02, 3.70], [-1.70, 1.41, -0.94], [-0.27, 1.13, -1.61], [-0.30, 1.70, -1.90], [-3.47, -0.48, -1.10], [-0.36, -2.40, -0.61], [-0.82, 1.36, -0.69], [-0.80, 1.32, 0.05]],
  "lowdin_charge": [0.03, -0.19, -0.18, -0.12, -0.16, -0.06, -0.38, -0.04, 0.11, 0.20, 0.15, 0.14, 0.05, 0.17, 0.13, 0.11, 0.03],
  "gap_ev": 8.8,
  "e_above_lowest_kj_mol": 717.9,
  "lumo_energy_ev": 0.64,
  "homo_energy_ha": -0.301,
  "smiles": "N[C@H]1[C@H]2OCC[C@@]21O",
  "energy_ha": -400.90332
}